(1)
Molecular formula: C5H11NO2
Method: DFT, the ωB97M-V functional and the def2-TZVPD basis

The calculation puts the HOMO-LUMO gap at 9.36 eV. As for the HOMO energy: -9.465 eV.

Each line ends with the Löwdin charge.
Positions of all 19 atoms, in Å:
C1 1.5830 -0.8941 0.6658  0.005
C2 0.4879 -0.1723 -0.3614  -0.608
C3 -0.4514 -0.8417 -1.4162  -0.014
C4 1.0792 1.0361 -0.7226  -0.320
C5 -2.4161 0.0203 1.3433  0.015
H1 2.6273 0.1362 0.7162  0.197
H2 1.5685 -2.5363 -0.1032  0.189
H3 0.4127 -1.1212 1.7211  0.192
H4 0.2142 -1.0646 -2.1846  0.062
H5 -0.9873 -1.6507 -0.9419  0.078
H6 -1.0217 -0.0021 -1.7055  0.079
H7 2.0094 0.9006 -1.0943  0.086
H8 0.6944 1.5026 -1.6431  0.145
H9 0.4451 2.2521 0.7061  0.061
H10 -2.9743 -0.6085 1.9968  0.055
H11 -2.5407 1.1470 1.5031  0.112
N1 -1.3962 -0.5435 0.7925  -0.079
O1 1.2460 1.9922 0.3176  -0.023
O2 -0.5799 0.4481 0.4103  -0.232



(2)
Molecular formula: C4H7O3Pd
Method: DFT, the ωB97M-V functional and the def2-TZVPD basis

Its expectation value of S² is 3.78. The calculation puts the HOMO-LUMO gap (spin up / spin down) at 8.57 / 6.49 eV. As for the HOMO energy (spin up / spin down): -7.766 / -8.307 eV. The spin multiplicity is 4.

Each line ends with the Löwdin charge.
Positions of all 15 atoms, in Å:
O1 1.9207 1.7420 -0.1646  -0.300
C1 2.3742 0.4977 0.1576  -0.326
C2 1.3769 -0.5729 -0.1478  -0.227
O2 0.1295 -0.1761 0.3735  -0.356
C3 -1.0753 -0.7544 -0.1406  -0.180
C4 -2.1946 0.2368 0.1819  -0.324
O3 -1.8507 1.5338 -0.1853  -0.332
Pd1 0.0070 1.5963 0.0113  1.157
H1 2.9610 0.4415 1.0939  0.104
H2 1.3049 -1.1273 -1.0955  0.105
H3 -1.2442 -1.7412 0.3157  0.137
H4 -0.9635 -0.8701 -1.2313  0.131
H5 -2.4151 0.1666 1.2672  0.124
H6 -3.1021 -0.1183 -0.3436  0.123
H7 2.7713 -0.8544 -0.0926  0.163



(3)
Molecular formula: C39H102Br2N10O10
Method: DFT, the ωB97M-V functional and the def2-TZVPD basis

The total charge is +8. The calculation puts the HOMO-LUMO gap at 0.77 eV. As for the HOMO energy: -13.749 eV.

Each line ends with the Löwdin charge.
Positions of all 163 atoms, in Å:
C1 9.8154 4.2402 -6.9917  0.049
C2 11.3218 3.8186 -7.0379  -0.313
O1 11.9106 2.8344 -6.8081  0.217
N1 12.2422 5.0710 -7.5581  0.088
H1 12.0652 5.8299 -6.9482  0.144
H2 13.2095 4.7684 -7.4140  0.178
C3 11.8704 5.2294 -9.0358  0.040
H3 9.8379 5.2391 -6.6099  0.082
H4 9.2721 3.5640 -6.3440  0.102
H5 9.4394 4.3566 -7.9848  0.079
H6 12.1756 4.2584 -9.5001  0.137
H7 12.4071 6.0497 -9.4253  0.091
H8 10.7666 5.4042 -9.1006  0.105
C4 4.4690 -4.9982 -4.5995  0.012
C5 5.6490 -5.8243 -4.4876  -0.456
O2 6.6776 -5.5917 -4.9391  0.173
N2 5.4576 -7.2045 -3.7508  0.009
H9 6.4287 -7.6367 -3.8778  -0.006
H10 5.2130 -6.9998 -2.7848  0.165
C6 4.5003 -8.0765 -4.4275  -0.055
H11 3.5879 -5.4687 -4.1923  0.080
H12 4.2629 -4.7058 -5.5854  0.092
H13 4.5583 -4.0597 -4.0319  0.114
H14 4.6439 -7.9599 -5.5161  0.116
H15 3.4906 -7.8474 -4.1249  0.087
H16 4.7830 -9.0803 -4.1035  0.100
C7 10.8042 -7.1008 9.4835  0.025
C8 9.6617 -7.9491 9.2136  -0.398
O3 8.5194 -7.8058 9.4600  0.208
N3 10.0430 -9.3520 8.6212  0.027
H17 11.0252 -9.2147 8.1742  0.214
H18 10.3838 -9.8587 9.4729  0.205
C9 9.0641 -10.0444 7.7998  0.021
H19 10.4046 -6.0729 9.5902  0.126
H20 11.4683 -7.0522 8.5843  0.120
H21 11.3869 -7.4197 10.3264  0.114
H22 9.4257 -11.0693 7.8826  0.125
H23 9.1404 -9.5696 6.8677  0.098
H24 8.1308 -9.8993 8.3445  0.114
C10 0.4487 12.8093 -1.3709  0.024
C11 0.8702 11.5945 -1.9744  -0.392
O4 0.3000 10.7482 -2.5408  0.224
N4 2.4873 11.5645 -1.8592  0.083
H25 2.7536 12.5313 -1.9409  0.150
H26 2.8607 11.1978 -0.9907  0.177
C12 3.0834 10.8245 -3.0245  0.021
H27 -0.6592 12.8238 -1.2421  0.139
H28 0.7446 13.5952 -2.0836  0.137
H29 0.9915 13.0028 -0.4403  0.119
H30 3.8083 11.5084 -3.4840  0.120
H31 2.3039 10.5892 -3.7412  0.096
H32 3.4103 9.8919 -2.5988  0.102
C13 -7.1975 11.5486 7.5688  0.050
C14 -6.4121 10.3244 7.0910  -0.420
O5 -5.8222 9.5943 7.8153  0.180
N5 -6.5351 9.8802 5.6530  0.071
H33 -6.5206 10.7904 5.1775  0.179
H34 -5.6584 9.3088 5.3610  0.230
C15 -7.7965 9.0948 5.4455  0.035
H35 -6.7038 11.8557 8.5017  0.119
H36 -8.2352 11.0851 7.7008  0.135
H37 -7.3898 12.2938 6.7971  0.093
H38 -7.9213 8.3410 6.1451  0.093
H39 -7.8039 8.7819 4.3954  0.099
H40 -8.5723 9.8032 5.5573  0.095
C16 11.2219 3.1766 5.0116  0.032
C17 11.3090 3.3978 3.5359  -0.356
O6 11.4482 4.3719 2.9149  0.224
N6 10.8236 2.1074 2.6923  0.082
H41 10.6479 2.3793 1.7483  0.150
H42 11.7428 1.6012 2.5408  0.201
C18 9.8376 1.0707 3.2659  0.034
H43 11.9155 3.7800 5.5799  0.111
H44 11.3740 2.1140 5.2580  0.084
H45 10.1008 3.3466 5.2614  0.156
H46 10.1275 0.9241 4.3142  0.091
H47 9.9136 0.2156 2.6403  0.091
H48 8.8322 1.4494 3.2099  0.100
C19 -6.6509 -7.5428 -7.2069  -0.009
C20 -7.6515 -8.0486 -6.3142  -0.190
C21 -7.2927 -8.4068 -4.8655  -0.080
C22 -5.9620 -8.1322 -3.9382  -0.083
C23 -5.7786 -6.6145 -3.2631  -0.183
C24 -4.5859 -6.9120 -2.3794  -0.373
N7 -2.4597 -1.3256 -5.2278  0.086
O7 -2.9813 -2.1426 -4.5670  -0.037
C25 -3.2564 -6.8341 -2.9778  -0.043
C26 -4.8759 -6.9714 -0.8798  -0.339
C27 -8.9712 -8.0871 -6.8624  -0.013
H49 -6.4170 -6.5046 -6.8711  0.150
H50 -6.9300 -7.5027 -8.2454  0.104
H51 -5.6944 -8.1270 -7.0571  0.141
H52 -7.2202 -9.5451 -4.7622  0.172
H53 -8.3056 -8.2059 -4.3816  0.145
H54 -5.0442 -8.4298 -4.4095  0.087
H55 -6.2638 -8.8361 -3.1981  0.091
H56 -6.7429 -6.3395 -2.8372  0.068
H57 -5.4736 -5.7795 -3.9240  0.120
H58 -3.0799 -5.7701 -3.0203  0.099
H59 -3.2632 -7.2482 -4.0212  0.113
H60 -2.5464 -7.2764 -2.3336  0.080
H61 7.8079 -8.4423 -4.9178  -0.112
H62 -3.9800 -7.2898 -0.2636  0.094
H63 -5.7181 -7.7895 -0.7533  0.117
H64 -9.2728 -9.1204 -7.3054  0.189
H65 -9.0594 -7.3931 -7.6874  0.103
H66 -9.8275 -7.9128 -6.1198  0.143
C28 -5.9756 7.1700 -8.0854  -0.011
C29 -7.3376 6.5088 -8.0792  -0.335
C30 -7.7497 5.6993 -6.9190  -0.255
O8 -7.9321 6.5527 -5.8441  -0.200
C31 -7.4781 6.0861 -4.5316  -0.014
N8 -8.3543 7.6368 -8.1701  0.220
H67 -9.2238 7.2633 -7.9372  0.131
H68 -8.0219 8.3131 -7.3891  0.202
H69 -8.2851 8.1972 -9.0737  0.216
H70 -5.9384 8.0639 -7.4604  0.101
H71 -5.6991 7.4529 -9.0222  0.056
H72 -5.3062 6.3638 -7.7655  0.109
H73 -7.4993 5.7599 -8.9324  0.189
H74 -7.0173 4.8497 -6.7428  0.159
H75 -8.7100 5.1698 -7.1559  0.151
H76 -8.3687 6.2510 -3.8832  0.110
H77 -6.6836 6.7830 -4.2578  0.094
H78 -7.2651 5.0500 -4.5527  0.073
C32 -7.4925 -3.1498 8.9758  -0.025
C33 -6.7208 -1.8314 9.1927  -0.273
C34 -5.4000 -1.8930 8.4599  -0.231
O9 -4.7242 -0.7295 8.7104  -0.190
C35 -3.9049 -0.1492 7.7130  -0.069
N9 -7.6056 -0.6883 8.6894  0.239
H79 -7.0658 0.1402 8.3969  0.175
H80 -8.2001 -1.0207 7.9278  0.172
H81 -8.1850 -0.4171 9.4678  0.167
H82 -6.8701 -3.9696 9.2485  0.081
H83 -7.7079 -3.4043 7.9189  0.108
H84 -8.4110 -3.2354 9.5782  0.104
H85 -6.5239 -1.5500 10.2276  0.165
H86 -5.5227 -2.0161 7.3895  0.138
H87 -4.9034 -2.7648 8.8265  0.137
H88 -3.1346 -0.8341 7.3899  0.087
H89 -3.5418 0.8187 8.0163  0.086
H90 -4.6256 0.0522 6.7990  0.120
C36 0.8881 -5.6681 2.7129  -0.086
C37 1.4691 -4.3823 3.2288  -0.462
C38 1.4068 -3.4535 2.0090  -0.701
O10 0.0878 -3.5726 1.5116  -0.264
C39 -0.5488 -2.3878 0.9093  -0.045
N10 0.7496 -3.6466 4.2700  0.073
H91 0.3075 -4.2774 4.9937  0.124
H92 1.4977 -3.1204 4.5421  0.033
H93 -6.4219 -0.0623 2.5107  -0.256
H94 0.8408 -5.6946 1.6070  0.067
H95 -0.1973 -5.6854 2.7682  0.081
H96 1.5020 -6.5749 3.0652  0.115
H97 2.5116 -4.6715 3.3871  0.128
H98 -8.9411 8.3057 1.0016  -0.257
H99 1.3987 -2.4179 2.3681  0.092
H100 -0.8448 -2.4733 -0.0869  0.053
H101 0.1564 -1.5587 0.7609  0.085
H102 -1.4247 -2.1512 1.4910  0.091
Br1 -5.8870 -5.0560 -0.5953  0.492
Br2 2.6902 -3.5702 0.4775  0.611



(4)
Molecular formula: C54H99N3O6
Method: DFT, the ωB97M-V functional and the def2-TZVPD basis

Its expectation value of S² is 0.77. The total charge is -1. The calculation puts the HOMO-LUMO gap (spin up / spin down) at 1.85 / 5.92 eV. As for the HOMO energy (spin up / spin down): -1.218 / -5.286 eV. The spin multiplicity is 2.

Each line ends with the Löwdin charge.
Positions of all 162 atoms, in Å:
C1 -0.6053 -7.9837 1.0985  -0.152
C2 -0.5708 -8.6156 2.3153  -0.149
C3 -1.0397 -7.9269 3.4061  -0.052
C4 -1.5282 -6.5842 3.2911  -0.149
C5 -1.4743 -5.9456 2.0571  -0.079
C6 -1.0590 -6.6374 0.9561  -0.126
N1 -2.0563 -5.9426 4.5111  -0.496
O1 -2.4664 -4.7817 4.4586  -0.106
O2 -2.1434 -6.6063 5.4953  -0.063
H1 -0.1865 -8.4320 0.2097  0.063
H2 -0.0136 -9.5273 2.4726  0.090
H3 -0.9694 -8.4058 4.3716  0.088
H4 -1.9123 -4.9698 1.9075  0.088
H5 -1.0882 -6.1742 -0.0190  0.069
C7 -1.9780 -2.4237 -3.0360  -0.063
C8 -0.6420 -2.6019 -2.7819  -0.079
C9 0.2333 -2.1502 -3.7166  -0.007
C10 -0.1624 -1.3949 -4.8723  -0.119
C11 -1.4983 -1.1737 -5.0295  -0.019
C12 -2.4096 -1.6120 -4.0800  -0.050
N2 0.8230 -0.8536 -5.8277  -0.368
O3 0.4809 -0.2178 -6.8057  0.060
O4 1.9612 -1.1015 -5.6197  0.093
H6 -2.7126 -2.7848 -2.3315  0.115
H7 -0.1922 -3.2000 -2.0032  0.092
H8 1.2967 -2.3085 -3.6145  0.100
H9 -1.8534 -0.5706 -5.8521  0.104
H10 -3.4391 -1.2874 -4.0480  0.111
C13 0.0320 4.2442 -4.4543  -0.077
C14 -1.1364 4.8440 -3.9493  -0.053
C15 -2.3785 4.3186 -4.2667  -0.004
C16 -2.4383 3.2674 -5.2014  -0.131
C17 -1.2872 2.7922 -5.8296  -0.004
C18 -0.0380 3.2596 -5.4494  -0.068
N3 -3.7157 2.5633 -5.4426  -0.335
O5 -4.7245 3.2123 -5.1276  0.049
O6 -3.7108 1.4034 -5.7777  0.084
H11 1.0356 4.5593 -4.2098  0.100
H12 -1.1324 5.5731 -3.1526  0.091
H13 -3.2789 4.7286 -3.8337  0.103
H14 -1.2900 1.9325 -6.4833  0.106
H15 0.8517 2.8425 -5.8975  0.110
C19 5.9767 -2.0511 2.9856  -0.094
C20 6.1353 -0.7776 2.0427  -0.259
C21 5.3791 0.4788 2.4774  -0.202
C22 5.8640 1.8039 1.7205  -0.207
C23 5.1112 3.0022 2.2384  -0.285
C24 3.6137 3.1361 1.8815  -0.098
H16 4.9163 -2.2875 3.0730  0.060
H17 6.3959 -1.8623 3.9739  0.060
H18 6.5397 -2.9061 2.6111  0.057
H19 7.2102 -0.6331 1.9343  0.096
H20 5.7708 -1.0525 1.0529  0.078
H21 5.5371 0.6064 3.5483  0.107
H22 4.3198 0.2644 2.3360  0.090
H23 6.9393 1.9493 1.8243  0.104
H24 5.7114 1.6984 0.6464  0.104
H25 5.2879 3.0822 3.3110  0.105
H26 5.6275 3.8240 1.7422  0.097
H27 3.0832 2.2575 2.2484  0.061
H28 3.2404 4.0046 2.4241  0.069
H29 3.4673 3.2050 0.8035  0.061
C25 -6.0481 4.3164 -0.7619  -0.113
C26 -4.7209 3.8445 -1.3971  -0.261
C27 -4.3790 2.5605 -0.6667  -0.222
C28 -3.0578 1.9462 -1.1604  -0.197
C29 -2.8329 0.4932 -0.6981  -0.273
C30 -2.9138 0.3240 0.7959  -0.117
H30 -6.3262 5.3397 -1.0138  0.059
H31 -6.1015 4.3758 0.3252  0.073
H32 -6.8076 3.6832 -1.2206  0.072
H33 -4.7429 3.7444 -2.4822  0.082
H34 -3.9603 4.6083 -1.2353  0.098
H35 -5.2248 1.9023 -0.8655  0.122
H36 -4.1740 2.6807 0.3971  0.113
H37 -3.0260 1.8779 -2.2478  0.095
H38 -2.2123 2.5547 -0.8395  0.092
H39 -3.5906 -0.2059 -1.0519  0.100
H40 -2.0046 -0.0584 -1.1427  0.075
H41 -3.9602 0.3226 1.1010  0.077
H42 -2.3889 -0.5965 1.0514  0.066
H43 -2.4347 1.1562 1.3115  0.072
C31 0.4393 -7.3945 -3.1088  -0.113
C32 0.9289 -6.0076 -2.6772  -0.274
C33 2.4118 -6.0248 -2.4584  -0.200
C34 3.0058 -4.7364 -1.7428  -0.225
C35 4.4716 -4.7394 -1.4495  -0.277
C36 4.9018 -3.8565 -0.2922  -0.117
H44 0.7115 -7.5503 -4.1527  0.066
H45 -0.6267 -7.6196 -3.0760  0.067
H46 0.8567 -8.1706 -2.4672  0.066
H47 0.5672 -5.2738 -3.3974  0.097
H48 0.4688 -5.8022 -1.7106  0.085
H49 2.9979 -6.1171 -3.3728  0.114
H50 2.6779 -6.7994 -1.7393  0.112
H51 2.7591 -3.8647 -2.3489  0.093
H52 2.4996 -4.5453 -0.7965  0.099
H53 4.8110 -5.7640 -1.2978  0.108
H54 4.9965 -4.4295 -2.3532  0.106
H55 4.5369 -4.1763 0.6838  0.076
H56 5.9892 -3.8070 -0.2372  0.067
H57 4.6394 -2.7994 -0.2497  0.050
C37 -1.5929 -0.2814 4.1621  -0.126
C38 -2.9758 0.1583 4.5659  -0.269
C39 -3.5079 -0.5421 5.8693  -0.172
C40 -4.8781 -0.0709 6.5107  -0.223
C41 -5.6615 -1.1853 7.2298  -0.256
C42 -7.1883 -0.9447 7.0072  -0.119
H58 -1.6677 -1.2877 3.7500  0.072
H59 -0.8894 -0.4026 4.9858  0.073
H60 -1.0768 0.3063 3.4030  0.051
H61 -3.0426 1.2320 4.7413  0.092
H62 -3.6899 0.1504 3.7424  0.088
H63 -2.8328 -0.3625 6.7059  0.104
H64 -3.6208 -1.5999 5.6317  0.105
H65 -4.7146 0.7906 7.1581  0.100
H66 -5.5975 0.2806 5.7711  0.086
H67 -5.3495 -2.1961 6.9668  0.104
H68 -5.4040 -1.0820 8.2839  0.093
H69 -7.3920 -1.0868 5.9458  0.067
H70 -7.8151 -1.6415 7.5637  0.058
H71 -7.4772 0.0645 7.3004  0.064
C43 1.5570 1.8539 -2.7530  -0.115
C44 2.2608 0.7898 -1.9260  -0.236
C45 1.4637 0.2939 -0.6881  -0.181
C46 2.1012 -0.9293 0.0413  -0.224
C47 1.4031 -1.5393 1.2197  -0.250
C48 0.2503 -2.4520 0.7921  -0.085
H72 0.6567 1.3736 -3.1364  0.066
H73 2.0962 2.2171 -3.6279  0.067
H74 1.1760 2.7454 -2.2548  0.051
H75 2.3244 -0.0759 -2.5852  0.087
H76 3.3183 1.0262 -1.8081  0.102
H77 0.4235 0.0837 -0.9365  0.089
H78 1.3358 1.0648 0.0718  0.097
H79 2.1591 -1.7198 -0.7069  0.092
H80 3.0980 -0.6058 0.3410  0.092
H81 2.0998 -2.0980 1.8446  0.102
H82 1.0095 -0.7173 1.8175  0.100
H83 -0.4545 -1.7709 0.3152  0.048
H84 0.5093 -3.2767 0.1281  0.055
H85 -0.3356 -2.8311 1.6294  0.071
C49 3.1344 9.3304 -0.4185  -0.094
C50 1.8776 8.4128 -0.5345  -0.276
C51 2.0268 7.1117 -1.2380  -0.275
C52 0.8587 6.2127 -1.1219  -0.216
C53 0.9997 5.3521 0.2117  -0.232
C54 -0.1535 4.3754 0.5083  -0.109
H86 2.9834 10.2726 0.1084  0.066
H87 3.6050 9.4044 -1.3989  0.069
H88 3.8068 8.7421 0.2059  0.063
H89 1.3765 8.3030 0.4272  0.106
H90 1.1781 8.9744 -1.1538  0.102
H91 2.8666 6.5469 -0.8333  0.114
H92 2.1914 7.2901 -2.3007  0.118
H93 -0.0571 6.8001 -1.1884  0.112
H94 0.8134 5.4671 -1.9157  0.077
H95 1.8581 4.6944 0.0750  0.079
H96 1.0274 6.0019 1.0863  0.102
H97 -0.0024 3.8218 1.4350  0.071
H98 -1.0464 4.9833 0.6540  0.069
H99 -0.2690 3.7103 -0.3475  0.046



(5)
Molecular formula: AlH12O6
Method: DFT, the ωB97M-V functional and the def2-TZVPD basis

The total charge is +3. The calculation puts the HOMO-LUMO gap at 5.38 eV. As for the HOMO energy: -23.927 eV.

Each line ends with the Löwdin charge.
Positions of all 19 atoms, in Å:
Al1 -0.3878 -0.3189 -0.0712  1.716
O1 0.3523 0.2709 2.4974  -0.005
H1 -0.2440 0.4923 3.2388  0.113
H2 1.2585 0.4473 2.8219  0.115
O2 -2.4535 1.1098 1.2006  -0.012
H3 -2.0810 1.5023 2.0087  0.081
H4 -3.3742 1.4456 1.1482  0.130
O3 -2.8207 -1.6464 -0.2911  0.003
H5 -3.6708 -1.2312 -0.5425  0.119
H6 -3.0251 -2.5816 -0.0759  0.127
O4 2.3753 0.4304 0.3315  -0.023
H7 3.0990 -0.1250 -0.0086  0.096
H8 2.7582 1.3273 0.4140  0.117
O5 1.6253 -1.6410 -1.4979  -0.018
H9 1.3413 -1.7742 -2.4207  0.102
H10 2.5694 -1.8943 -1.4833  0.120
O6 0.7326 1.1632 -2.1475  -0.013
H11 0.5755 1.1323 -3.1147  0.123
H12 1.3697 1.8913 -2.0077  0.110



Which DFT total energy belongs to each record? In order, -401.9300; -509.8368; -7991.1173; -2732.3213; -699.7183 Eh.